No. 1
A cluster of 2 separate species, C7H14O in total, computed with ωB97M-V with the def2-TZVPD basis set.

Structure (SMILES): C/C=C/C.C/C=C/O
E_HOMO, eV: -8.6
Kohn-Sham gap, eV: 9.518

Geometry as XYZ:
```
22
C7H14O | the Open Molecules 2025 dataset | ωB97M-V with the def2-TZVPD basis set
C 2.3483 1.5945 -1.5807
C 2.9543 0.6237 -0.6166
C 2.3093 -0.4376 -0.1622
O 2.8830 -1.3170 0.7170
H 2.8551 1.5727 -2.5491
H 1.2949 1.3739 -1.7571
H 2.4117 2.6176 -1.2059
H 3.9674 0.7880 -0.2670
H 1.2933 -0.6553 -0.4764
H 2.2611 -2.0272 0.9086
C -2.9192 0.8543 -0.6877
C -1.9008 0.0410 0.0499
C -2.1718 -0.7339 1.0893
C -1.1801 -1.5487 1.8569
H -3.9011 0.7537 -0.2278
H -2.6482 1.9114 -0.6801
H -2.9990 0.5481 -1.7311
H -0.8714 0.1180 -0.2935
H -3.2058 -0.7861 1.4242
H -0.1768 -1.4344 1.4462
H -1.1613 -1.2489 2.9059
H -1.4427 -2.6079 1.8370
```



No. 2
A structure of composition C46H58N4O2RbSe at a distorted geometry, computed with ωB97M-V with the def2-TZVPD basis set.

E_HOMO, eV: -3.4
Kohn-Sham gap, eV: 5.210
Total charge: -1

Geometry as XYZ:
```
112
C46H58N4O2RbSe | the Open Molecules 2025 dataset | ωB97M-V with the def2-TZVPD basis set
Rb 0.8034 -1.9383 0.8010
C 4.1692 -4.0116 1.3444
N 3.5862 -3.1442 2.3536
C 4.5878 -2.1924 2.8348
C 4.1971 -0.7399 2.6915
C 5.0496 0.1685 2.0810
C 4.6735 1.5018 2.0161
C 3.4602 1.8758 2.5608
C 2.6723 0.8893 3.1376
N 3.0249 -0.3862 3.2155
C 2.9362 -3.8988 3.4200
C 2.0800 -3.0208 4.2980
C 2.4907 -2.6225 5.5595
C 1.7000 -1.7287 6.2653
C 0.5312 -1.2710 5.6886
C 0.1819 -1.7566 4.4324
N 0.9275 -2.6205 3.7615
C 3.2404 -4.9545 0.6126
C 3.7727 -6.1017 0.0281
C 2.9517 -6.8986 -0.7474
C 1.6193 -6.5468 -0.9019
C 1.1734 -5.4087 -0.2506
N 1.9622 -4.6259 0.4807
H 5.0028 -4.6162 1.7560
H 4.6152 -3.3636 0.5831
H 5.5249 -2.3512 2.2933
H 4.8220 -2.3836 3.8930
H 5.9811 -0.1676 1.6445
H 5.3096 2.2271 1.5252
H 3.0931 2.8892 2.5128
H 1.6982 1.1442 3.5452
H 3.6836 -4.4296 4.0406
H 2.2854 -4.6430 2.9613
H 3.4252 -2.9898 5.9631
H 2.0020 -1.3850 7.2477
H -0.1107 -0.5582 6.1866
H -0.7241 -1.4342 3.9287
H 4.8162 -6.3473 0.1755
H 3.3454 -7.7846 -1.2289
H 0.9362 -7.1293 -1.5016
H 0.1334 -5.1064 -0.3216
C 0.5378 5.0360 -3.5050
C -0.2692 3.8195 -3.9745
C -0.2016 3.7608 -5.4985
C -1.7382 4.0218 -3.5723
C 0.2547 2.5453 -3.3228
C 0.2715 2.4343 -1.9351
C 0.6770 1.2861 -1.2955
Se 0.5970 1.2292 0.6330
C -1.2978 1.3592 0.8951
C -1.9007 2.6107 0.8337
C -3.2696 2.7742 0.9454
C -4.0222 1.6099 1.1407
C -3.4791 0.3442 1.2381
C -2.0507 0.1726 1.1214
O -1.5014 -0.9838 1.2070
C -4.3627 -0.8878 1.4555
C -3.9549 -1.6012 2.7523
C -5.8451 -0.5324 1.5780
C -4.2142 -1.8439 0.2641
C -3.9686 4.1281 0.8373
C -4.9007 4.1284 -0.3835
C -2.9797 5.2809 0.6753
C -4.8008 4.3948 2.0983
C 1.1346 0.1288 -2.0125
O 1.5317 -0.9172 -1.3930
C 1.0889 0.2335 -3.4407
C 0.6785 1.4270 -4.0286
C 1.5344 -0.8883 -4.3973
C 0.4891 -1.0829 -5.5103
C 2.8669 -0.4857 -5.0398
C 1.7243 -2.2679 -3.7566
H 0.1447 5.9562 -3.9445
H 1.5884 4.9374 -3.7839
H 0.4934 5.1392 -2.4213
H -0.6047 4.6861 -5.9181
H -0.7890 2.9325 -5.8959
H 0.8222 3.6457 -5.8593
H -2.1368 4.9424 -4.0088
H -1.8460 4.0867 -2.4898
H -2.3517 3.1843 -3.9075
H -0.0494 3.2697 -1.3224
H -1.2572 3.4689 0.6889
H -5.0967 1.7087 1.2286
H -4.1067 -0.9356 3.6060
H -2.9064 -1.8856 2.7084
H -4.5688 -2.4934 2.9051
H -6.0392 0.1271 2.4267
H -6.4226 -1.4481 1.7294
H -6.2293 -0.0452 0.6801
H -3.1710 -2.1215 0.1332
H -4.5613 -1.3584 -0.6508
H -4.8179 -2.7426 0.4218
H -4.3314 3.9620 -1.2989
H -5.4273 5.0829 -0.4714
H -5.6445 3.3351 -0.3085
H -2.3817 5.1821 -0.2307
H -2.2925 5.3480 1.5198
H -3.5280 6.2241 0.6093
H -5.5504 3.6182 2.2494
H -5.3204 5.3545 2.0262
H -4.1625 4.4129 2.9829
H 0.7068 1.4845 -5.1092
H 0.3409 -0.1881 -6.1131
H -0.4769 -1.3532 -5.0814
H 0.8009 -1.8862 -6.1836
H 2.7779 0.4587 -5.5803
H 3.2058 -1.2529 -5.7425
H 3.6358 -0.3567 -4.2764
H 0.8201 -2.6018 -3.2482
H 2.5135 -2.2714 -3.0113
H 1.9599 -2.9801 -4.5553
```



No. 3
The molecule C2H2OS2 at a distorted geometry, computed with ωB97M-V with the def2-TZVPD basis set.

Structure (SMILES): OSS1#CC=1
E_HOMO, eV: -9.5
Kohn-Sham gap, eV: 9.551

Geometry as XYZ:
```
7
C2H2OS2 | the Open Molecules 2025 dataset | ωB97M-V with the def2-TZVPD basis set
C -1.7518 0.5690 -0.2264
C -1.2970 0.0707 0.8667
O 2.4321 -0.0834 0.8142
S -0.0685 1.3996 0.1628
S 1.6322 0.4842 -0.5492
H -2.4319 0.7812 -1.1563
H 2.1422 -0.9736 0.8132
```



No. 4
A structure of composition C22H19AuF3N4O5S2 at a distorted geometry, computed with ωB97M-V with the def2-TZVPD basis set.

Multiplicity: 3
⟨S²⟩: 2.04
E_HOMO (alpha / beta), eV: -10.3 / -10.3
Kohn-Sham gap (alpha / beta), eV: 5.277 / 3.412
Total charge: +1

Geometry as XYZ:
```
56
C22H19AuF3N4O5S2 | the Open Molecules 2025 dataset | ωB97M-V with the def2-TZVPD basis set
Au -1.4879 0.2325 -0.8281
C 2.9448 3.5424 5.0911
C 2.5349 2.5109 4.0531
C 3.3095 1.3326 3.8552
C 2.8405 0.3123 3.0554
C 1.6512 0.5453 2.3273
C 0.9297 1.7163 2.4400
C 1.3356 2.6784 3.3595
S 0.8813 -0.7529 1.3274
O -0.3897 -1.1036 1.9063
O 1.8773 -1.7148 1.0482
N 0.4432 0.0589 -0.1273
C 1.3941 0.5272 -0.9627
C 2.7592 0.5732 -0.6478
C 3.6378 1.1450 -1.5532
C 3.1903 1.6608 -2.7659
C 1.7969 1.6729 -3.0779
C 1.2883 2.1686 -4.2555
C -0.0693 1.9462 -4.5573
C -0.8543 1.2499 -3.6613
N -0.3782 0.7860 -2.4951
C 0.9207 1.0259 -2.1681
H 3.3201 4.4235 4.6183
H 3.7380 3.1724 5.7728
H 2.0709 3.8037 5.6787
H 4.2958 1.2728 4.3585
H 3.3709 -0.6627 2.9994
H 0.0164 1.7893 1.8597
H 0.6867 3.5424 3.5318
H 3.0634 0.1539 0.3100
H 4.7295 1.1619 -1.2889
H 3.9056 2.0784 -3.4849
H 1.9636 2.6822 -4.9406
H -0.5030 2.3276 -5.4857
H -1.9034 1.0447 -3.8491
F -4.9660 0.1452 1.2524
C -5.6389 0.7594 0.2581
F -6.3510 1.7807 0.7478
F -6.4504 -0.1359 -0.3009
S -4.4187 1.4062 -1.0496
O -5.2357 1.4579 -2.2136
O -3.7512 2.6130 -0.6016
O -3.4902 0.1827 -1.2286
N -2.1673 -3.3329 1.2888
C -1.6517 -3.9364 0.1648
C -2.1078 -5.2215 -0.2693
C -1.7261 -5.7022 -1.5033
C -0.8600 -4.9180 -2.2518
C -0.4437 -3.6950 -1.7308
N -0.9061 -3.1309 -0.6082
H -2.4420 -3.9505 2.0373
H -1.6762 -2.4850 1.5480
H -2.8424 -5.7499 0.3279
H -2.0687 -6.6218 -1.8920
H -0.3732 -5.3056 -3.1196
H 0.2573 -3.0639 -2.2989
```



No. 5
A structure of composition C3H4LiLuO4 at a distorted geometry, computed with ωB97M-V with the def2-TZVPD basis set.

Multiplicity: 2
⟨S²⟩: 0.79
E_HOMO (alpha / beta), eV: -22.4 / -22.1
Kohn-Sham gap (alpha / beta), eV: 7.746 / 5.796
Total charge: +3

Geometry as XYZ:
```
13
C3H4LiLuO4 | the Open Molecules 2025 dataset | ωB97M-V with the def2-TZVPD basis set
O -1.0863 -1.1244 -1.5992
C -1.2591 0.0808 -1.3184
C 0.5411 0.8310 0.2220
O -0.3443 0.9455 -1.5139
O -1.8483 0.3888 -0.1388
C -0.9675 0.7223 0.8966
H 0.7940 1.6290 0.9394
H 1.5112 1.2438 -0.1206
H -1.2495 1.6934 1.3123
H -0.9912 -0.0172 1.7020
O 1.4855 -1.5338 0.0305
Li 3.0113 -2.0869 1.0443
Lu 0.4031 -2.7723 -1.4561
```



No. 6
The molecule Cl2FPS at a distorted geometry, computed with ωB97M-V with the def2-TZVPD basis set.

Structure (SMILES): FP(=S)(Cl)Cl
E_HOMO, eV: -10.3
Kohn-Sham gap, eV: 9.843

Geometry as XYZ:
```
5
Cl2FPS | the Open Molecules 2025 dataset | ωB97M-V with the def2-TZVPD basis set
F 0.2286 -0.0583 -1.3888
P -0.1414 0.0284 0.3037
S -2.0431 -0.0541 0.6535
Cl 1.0194 1.5697 0.8903
Cl 0.9400 -1.5966 0.6823
```



No. 7
A structure of composition C20H25ClMnN4S at a distorted geometry, computed with ωB97M-V with the def2-TZVPD basis set.

Multiplicity: 2
⟨S²⟩: 1.00
E_HOMO (alpha / beta), eV: -7.1 / -6.3
Kohn-Sham gap (alpha / beta), eV: 7.568 / 6.737

Geometry as XYZ:
```
52
C20H25ClMnN4S | the Open Molecules 2025 dataset | ωB97M-V with the def2-TZVPD basis set
Mn -0.3446 0.4535 -0.6203
C 2.4977 0.2908 -1.6670
C 2.8189 0.0331 -0.1846
N 1.6761 0.3481 0.6795
C 1.8260 1.5199 1.5552
C 0.5959 2.4218 1.5455
N 0.0432 2.5591 0.2072
C 0.7863 3.4141 -0.7201
C 1.9059 2.6701 -1.4362
N 1.4815 1.3244 -1.8037
H 3.4248 0.5292 -2.2032
H 2.0757 -0.6158 -2.0975
H 3.0812 -1.0194 -0.0783
H 3.6942 0.6064 0.1291
H 1.4161 -0.4609 1.2260
H 2.0274 1.2244 2.5895
H 2.6947 2.0901 1.2283
H -0.1886 1.9844 2.1519
H 0.8614 3.3880 1.9962
H -0.8957 2.9302 0.2817
H 0.0756 3.7441 -1.4724
H 1.1904 4.2995 -0.2136
H 2.1984 3.2553 -2.3123
H 2.7927 2.5959 -0.8062
H 1.0882 1.3148 -2.7371
S -2.2793 -3.3158 1.1310
C -1.8542 -2.4724 2.5794
C -2.0604 -2.8607 3.8984
C -1.5771 -2.0481 4.9059
C -0.8997 -0.8681 4.5922
C -0.7085 -0.4827 3.2780
C -1.1907 -1.2865 2.2461
N -1.0547 -1.0574 0.8777
C -1.5338 -2.0532 0.1859
C -1.3612 -2.1609 -1.2505
C -1.9614 -3.1928 -1.9826
C -1.7219 -3.2922 -3.3366
C -0.8853 -2.3518 -3.9412
C -0.3296 -1.3213 -3.2008
C -0.5357 -1.1778 -1.8207
H -2.5801 -3.7820 4.1276
H -1.7173 -2.3335 5.9399
H -0.5167 -0.2438 5.3893
H -0.1858 0.4290 3.0518
H -2.6218 -3.9058 -1.4972
H -2.1786 -4.0815 -3.9204
H -0.6802 -2.4240 -5.0038
H 0.2854 -0.5942 -3.7282
Cl -1.3796 2.2259 -3.0507
C -2.0033 1.2529 -1.6128
H -2.6872 0.5350 -2.0580
H -2.6051 1.9625 -1.0377
```



No. 8
A structure of composition C4HAlBF10N10O4S2, computed with ωB97M-V with the def2-TZVPD basis set.

E_HOMO, eV: -6.3
Kohn-Sham gap, eV: 8.785
Total charge: -1

Geometry as XYZ:
```
33
C4HAlBF10N10O4S2 | the Open Molecules 2025 dataset | ωB97M-V with the def2-TZVPD basis set
Al 0.3533 0.0839 0.4043
N 1.7775 -0.3221 3.3861
C 0.5398 0.2625 3.3323
N -0.1139 0.7073 4.3791
N -1.2818 1.1694 3.8659
N -1.3364 1.0083 2.6068
N -0.1655 0.4155 2.2005
C 2.4316 -0.8038 2.2819
N 3.6134 -1.3720 2.3116
N 3.8499 -1.7055 1.0172
N 2.8816 -1.3731 0.2643
N 1.9189 -0.7808 1.0428
H 2.2684 -0.3145 4.2627
F -0.4997 -0.9846 -4.7472
C 0.2082 -0.6575 -3.6693
F 0.0465 0.6313 -3.4161
F 1.4868 -0.9207 -3.8880
S -0.3680 -1.6325 -2.2201
O 0.4591 -1.0441 -1.1561
O -0.1729 -3.0019 -2.5271
N -1.8790 -1.2874 -2.0522
S -2.3901 -0.0759 -1.1992
O -1.5227 0.1925 -0.0396
O -2.8533 1.0495 -1.9268
C -3.8493 -0.8473 -0.3848
F -4.4171 0.0600 0.3945
F -3.4805 -1.8908 0.3426
F -4.7207 -1.2443 -1.3062
F 0.7839 3.9183 0.0343
B 1.5212 3.1199 -0.7569
F 2.8091 2.9423 -0.4099
F 1.2497 3.1562 -2.0768
F 0.8520 1.5421 -0.3508
```



No. 9
A structure of composition C18H31BN6PZn at a distorted geometry, computed with ωB97M-V with the def2-TZVPD basis set.

E_HOMO, eV: -11.6
Kohn-Sham gap, eV: 9.433
Total charge: +1

Geometry as XYZ:
```
58
C18H31BN6PZn | the Open Molecules 2025 dataset | ωB97M-V with the def2-TZVPD basis set
Zn 0.4140 -0.3628 -0.8955
C 3.8788 0.0966 0.5526
C 2.6132 0.5123 1.2122
C 2.4575 1.1287 2.4495
C 1.1064 1.4135 2.5635
C 0.4054 2.0794 3.6875
N 0.5015 0.9728 1.4488
N 1.4148 0.3999 0.6308
B -0.9046 1.3293 0.9359
N -1.7360 0.0628 0.6993
N -1.4187 -0.7723 -0.3140
C -2.4361 -1.6180 -0.4861
C -2.4623 -2.6075 -1.5933
C -3.4156 -1.3473 0.4669
C -2.9384 -0.2693 1.1954
C -3.5812 0.4083 2.3468
N -0.7392 2.0303 -0.4262
N -0.1224 1.4504 -1.4852
C -0.1415 2.3150 -2.4993
C 0.4534 2.0137 -3.8242
C -0.7905 3.4765 -2.0885
C -1.1531 3.2600 -0.7704
C -1.8784 4.1827 0.1366
H 4.7024 0.1506 1.2589
H 3.8166 -0.9169 0.1642
H 4.0979 0.7635 -0.2814
H 3.2225 1.3482 3.1634
H 1.0797 2.1631 4.5344
H 0.0848 3.0778 3.3955
H -0.4760 1.5156 3.9841
H -1.4455 2.0327 1.7045
H -1.5767 -2.4847 -2.2138
H -2.5126 -3.6251 -1.2093
H -3.3467 -2.4437 -2.2071
H -4.3502 -1.8544 0.6002
H -4.4397 -0.1727 2.6721
H -2.8766 0.5023 3.1699
H -3.9216 1.4065 2.0753
H 0.8881 1.0151 -3.8269
H -0.3105 2.0778 -4.5971
H 1.2273 2.7406 -4.0656
H -0.9801 4.3524 -2.6716
H -2.0980 5.1031 -0.3950
H -2.8128 3.7370 0.4700
H -1.2819 4.4161 1.0158
C 0.5805 -4.2368 -1.4273
P 1.4492 -2.6755 -1.0173
C 1.7814 -3.0291 0.7489
C 3.0633 -2.9771 -1.8253
H 1.2608 -5.0641 -1.2261
H 0.2840 -4.2675 -2.4719
H -0.3022 -4.3436 -0.8021
H 2.2974 -3.9850 0.8318
H 0.8305 -3.0944 1.2755
H 2.3794 -2.2524 1.2153
H 3.5206 -3.8627 -1.3894
H 3.7301 -2.1289 -1.7069
H 2.9077 -3.1431 -2.8890
```



No. 10
The molecule C22H27N7O2, computed with ωB97M-V with the def2-TZVPD basis set.

Structure (SMILES): COc1cccc(N2CCN(Cc3nc(N)nc(Nc4ccccc4OC)n3)CC2)c1
E_HOMO, eV: -7.6
Kohn-Sham gap, eV: 8.382

Geometry as XYZ:
```
58
C22H27N7O2 | the Open Molecules 2025 dataset | ωB97M-V with the def2-TZVPD basis set
C -8.2566 -0.9710 -1.9194
H -8.6941 -1.9666 -1.9812
O -7.0514 -1.1266 -1.2146
C -6.2837 -0.0161 -0.9893
C -6.6038 1.2694 -1.4095
C -5.7263 2.2992 -1.1153
C -4.5599 2.0805 -0.4126
C -4.2236 0.7911 0.0190
C -5.1042 -0.2451 -0.2924
H -4.8872 -1.2641 -0.0161
N -3.0374 0.5100 0.6791
C -3.0514 -0.3510 1.8435
H -3.8332 -1.1015 1.7475
C -1.6941 -1.0293 2.0083
N -0.6900 0.0031 2.1756
C -0.6527 0.8321 0.9870
C -2.0071 1.5168 0.7946
H -1.9685 2.1037 -0.1238
H -2.1919 2.1876 1.6489
H 0.1260 1.5883 1.1093
H -0.4254 0.2417 0.0823
C 0.6169 -0.4882 2.5723
C 1.3561 -1.2205 1.4830
N 0.8649 -2.3726 1.0605
C 1.5439 -2.9422 0.0545
N 2.6519 -2.4523 -0.4896
C 3.0675 -1.2884 0.0231
N 2.4381 -0.6292 0.9996
N 4.2015 -0.8068 -0.5252
C 4.9318 0.3404 -0.2437
C 4.5508 1.2920 0.6903
C 5.3386 2.4100 0.9109
C 6.5091 2.5861 0.2010
C 6.9045 1.6441 -0.7388
C 6.1281 0.5224 -0.9693
O 6.4285 -0.4681 -1.8733
C 7.6104 -0.3490 -2.6249
H 7.6441 -1.2319 -3.2616
H 8.4960 -0.3335 -1.9817
H 7.5997 0.5483 -3.2519
H 7.8225 1.7988 -1.2834
H 7.1268 3.4552 0.3692
H 5.0310 3.1423 1.6414
H 3.6359 1.1362 1.2358
H 4.5972 -1.3964 -1.2467
N 1.0493 -4.0877 -0.4453
H 1.5806 -4.5868 -1.1344
H 0.2699 -4.5177 0.0176
H 1.2247 0.3673 2.8780
H 0.4783 -1.1579 3.4242
H -1.7036 -1.6568 2.9018
H -1.4876 -1.6663 1.1344
H -3.2503 0.2478 2.7478
H -3.9249 2.9208 -0.1841
H -5.9699 3.3026 -1.4341
H -7.5102 1.4795 -1.9535
H -8.9492 -0.3053 -1.3931
H -8.0864 -0.5886 -2.9315
```



No. 11
The molecule CH3F2O3P at a distorted geometry, computed with ωB97M-V with the def2-TZVPD basis set.

Structure (SMILES): OOPC(O)(F)F
E_HOMO, eV: -10.0
Kohn-Sham gap, eV: 10.651

Geometry as XYZ:
```
10
CH3F2O3P | the Open Molecules 2025 dataset | ωB97M-V with the def2-TZVPD basis set
C -0.0684 -0.5093 -0.7380
O -1.6020 -0.3614 -1.0034
O 1.7706 1.3168 1.3158
O 0.3588 1.0317 1.4308
F 0.5777 0.4580 -1.4314
F 0.1982 -1.7100 -1.2288
P 0.2307 -0.5999 1.1408
H -1.8900 -1.0170 -1.6316
H 1.6803 1.9715 0.6335
H -1.2559 -0.5803 1.5125
```



No. 12
The ion C6H8N with charge +1 at a distorted geometry, computed with ωB97M-V with the def2-TZVPD basis set.

Structure (SMILES): C[N@@+]12C=C[C@H]3[C@@H]1[C@H]32
E_HOMO, eV: -14.2
Kohn-Sham gap, eV: 10.449
Total charge: +1

Geometry as XYZ:
```
15
C6H8N | the Open Molecules 2025 dataset | ωB97M-V with the def2-TZVPD basis set
C 1.8011 -0.9622 0.1254
C 0.5074 -1.3259 0.0489
C 1.8379 0.4910 0.1388
C 0.5210 0.9643 0.6050
C 0.6296 1.0554 -0.8955
C -1.6965 -0.1756 0.0514
N -0.3041 -0.0592 -0.0478
H 2.5394 -1.7207 0.2940
H -0.0919 -2.2776 0.0326
H 2.8387 0.9595 0.2357
H 0.2487 1.5253 1.4263
H 0.2716 1.7021 -1.6828
H -1.9560 -1.2961 0.1794
H -1.9191 0.3601 1.0491
H -2.3098 0.4062 -0.6521
```